ORCA calculation (ωB97M-V/def2-TZVPD) on C5H7Br in the gas phase in a non-equilibrium geometry.

XYZ file:
```
13
C5H7Br ωB97M-V/def2-TZVPD
C 0.791 0.077 -0.921
C 1.536 1.021 -0.387
C -0.671 1.212 0.532
C -0.534 -0.068 -0.296
C -0.582 -1.284 0.629
Br 3.288 1.429 -0.413
H 1.111 -0.544 -1.734
H -1.260 1.275 1.499
H -0.756 2.039 -0.034
H -1.088 -0.289 -1.213
H 0.102 -1.172 1.357
H -0.311 -2.043 -0.027
H -1.625 -1.656 1.007
```

Results
molar mass: 147.02 g/mol
energy above the lowest of the compared OMol25 structures with the same formula, charge and spin: 418.0 kJ/mol
E_tot: -2768.528073 hartree
lowest unoccupied orbital energy (alpha / beta): 0.1 / -0.3 eV

These are the Löwdin partial charges, in e, on atoms 1 to 8:
1 C -0.244
2 C -0.616
3 C 0.096
4 C -0.452
5 C -0.073
6 Br 0.748
7 H 0.105
8 H 0.094